[1]
This record from the OMol25 dataset describes a structure of composition C25H19MnN2O3P. The level of theory is ωB97M-V/def2-TZVPD.

Calculated values
Multiplicity: 5
Kohn-Sham gap (spin up / spin down), Ha: 0.259 / 0.284
Total charge: +1

Positions of all 51 atoms, in Å:
Mn1 0.00860 -0.79417 0.41500
O1 2.60190 -1.86281 0.75348
C1 2.15812 -0.76760 0.64383
C2 2.94231 0.50210 0.62750
C3 4.33132 0.47804 0.70129
C4 5.02506 1.67727 0.68549
C5 4.34217 2.88316 0.58574
C6 2.95671 2.90818 0.49261
C7 2.25569 1.71078 0.50669
P1 0.46301 1.58027 0.38699
C8 0.10679 1.12436 -1.34306
C9 1.09186 0.64284 -2.21332
C10 0.73694 0.17371 -3.47029
C11 -0.59106 0.18483 -3.87020
C12 -1.57475 0.66022 -3.01222
C13 -1.23520 1.12029 -1.75137
C14 -0.29295 3.16719 0.71114
C15 -0.42842 4.11332 -0.30472
C16 -0.96196 5.35704 -0.01072
C17 -1.35761 5.65401 1.28693
C18 -1.22481 4.71153 2.29719
C19 -0.69458 3.46347 2.01284
H1 4.84417 -0.47084 0.78465
H2 6.10390 1.67522 0.76051
H3 4.89409 3.81348 0.58030
H4 2.42976 3.85063 0.41452
H5 2.13436 0.65291 -1.92246
H6 1.50413 -0.19258 -4.13882
H7 -0.86257 -0.17882 -4.85194
H8 -2.61052 0.66703 -3.32317
H9 -2.00947 1.46924 -1.07820
H10 -0.12488 3.87644 -1.31708
H11 -1.07158 6.09445 -0.79421
H12 -1.77729 6.62571 1.51020
H13 -1.54131 4.94516 3.30435
H14 -0.59955 2.72186 2.79649
O2 -1.99883 -0.92812 0.58349
N1 -2.46559 -2.12578 0.66230
N2 -1.57868 -3.02354 0.62207
O3 -0.29222 -2.72345 0.51831
C20 -1.94501 -4.41265 0.70278
C21 -0.93089 -5.35468 0.73185
C22 -1.27803 -6.69529 0.81409
C23 -2.60990 -7.07372 0.86523
C24 -3.60972 -6.11042 0.83349
C25 -3.28780 -4.76703 0.75089
H15 0.10125 -5.04193 0.69291
H16 -0.49823 -7.44389 0.83912
H17 -2.87222 -8.12089 0.92963
H18 -4.64929 -6.40514 0.87261
H19 -4.05725 -4.01138 0.72528

=====

[2]
This record from the OMol25 dataset describes the molecule C25H20N2O3. The level of theory is ωB97M-V/def2-TZVPD.

Calculated values
Kohn-Sham gap, Ha: 0.303

Positions of all 50 atoms, in Å:
C1 5.59402 -0.42324 -2.50236
O1 4.85164 -1.11926 -1.46163
C2 3.59991 -0.70084 -1.09713
C3 2.94689 -1.37907 -0.03251
C4 1.68816 -0.97283 0.39565
C5 0.93810 0.06729 -0.20234
C6 -0.45610 0.30237 0.34194
N1 -1.23506 -1.05957 0.01809
C7 -1.07289 -2.11224 -0.89798
C8 -1.80824 -3.24246 -1.03740
C9 -1.62747 -4.30909 -2.07900
C10 -2.90513 -3.49689 -0.08542
O2 -3.70514 -4.45674 -0.04142
N2 -2.97092 -2.48769 0.83133
C11 -2.21363 -1.30418 0.92136
O3 -2.55834 -0.60108 1.87270
C12 -1.09752 1.55884 -0.29639
C13 -1.12024 2.02060 -1.61829
C14 -1.80138 3.20933 -1.95312
C15 -2.37095 4.03558 -0.97424
C16 -2.19811 3.69589 0.37401
C17 -1.51556 2.51107 0.70364
C18 -1.08184 2.04501 2.00831
C19 -1.28561 2.63840 3.25859
C20 -0.65600 2.08734 4.38513
C21 0.23097 1.02365 4.19949
C22 0.44744 0.44566 2.92345
C23 -0.36188 0.80066 1.82831
C24 1.66596 0.80020 -1.21157
C25 2.92902 0.39580 -1.66914
H1 6.53867 -0.97586 -2.57514
H2 5.07035 -0.47278 -3.46718
H3 5.80952 0.61968 -2.22799
H4 3.42633 -2.23597 0.43110
H5 1.23116 -1.50952 1.23118
H6 -0.25587 -2.01608 -1.59862
H7 -2.33005 -5.17773 -1.99810
H8 -1.77071 -3.93358 -3.11911
H9 -0.61223 -4.76231 -2.05762
H10 -3.70005 -2.59744 1.51590
H11 -0.61621 1.45816 -2.41664
H12 -1.91491 3.48908 -2.99990
H13 -2.93100 4.93844 -1.25903
H14 -2.64454 4.31193 1.15549
H15 -1.99563 3.46411 3.37938
H16 -0.84355 2.48711 5.38929
H17 0.74873 0.60855 5.07122
H18 1.24458 -0.29038 2.82645
H19 1.26988 1.70720 -1.67672
H20 3.42542 0.91490 -2.50600

=====

[3]
This record from the OMol25 dataset describes a structure of composition C25H20N7O5S2Ti. The level of theory is ωB97M-V/def2-TZVPD.

Calculated values
Multiplicity: 2
Kohn-Sham gap (spin up / spin down), Ha: 0.200 / 0.213
Total charge: -2

Positions of all 60 atoms, in Å:
Ti1 0.34414 0.65442 -0.36003
C1 -1.21256 0.56521 3.77027
C2 -0.84558 0.29121 2.34907
N1 -0.30427 1.15701 1.55175
N2 -0.19877 2.46301 1.96550
C3 0.00734 3.19881 0.89152
O1 0.16527 2.72658 -0.27099
C4 0.03484 4.67873 1.07162
C5 0.16310 5.48995 -0.04974
C6 0.18486 6.87104 0.08212
C7 0.08434 7.45305 1.33817
C8 -0.04102 6.64431 2.46196
C9 -0.06838 5.26511 2.33034
C10 -1.14490 -0.98747 1.72288
C11 -1.76446 -2.04036 2.39172
C12 -2.13514 -3.16292 1.68034
C13 -1.88055 -3.21744 0.31830
C14 -1.23968 -2.14544 -0.27300
N3 -0.86834 -1.06246 0.41042
H1 -1.09383 1.62495 3.97498
H2 -2.24648 0.27599 3.96793
H3 -0.56354 -0.00243 4.44389
H4 0.24010 5.01260 -1.01751
H5 0.27947 7.49540 -0.79827
H6 0.10162 8.53162 1.44257
H7 -0.12204 7.09353 3.44493
H8 -0.17242 4.61961 3.19175
H9 -1.97680 -1.95685 3.44807
H10 -2.64271 -3.98072 2.17680
H11 -2.19355 -4.05492 -0.28845
H12 -1.05148 -2.13493 -1.34043
S1 -1.80490 1.11322 -1.73202
C15 -3.06441 -0.09203 -1.48725
C16 -3.81300 0.08007 -0.27415
N4 -4.38733 0.25270 0.71330
C17 -3.38032 -1.14613 -2.30543
S2 -2.59485 -1.67279 -3.74179
C18 -4.48481 -1.98311 -1.87853
N5 -5.36480 -2.66259 -1.57234
C19 0.36014 0.00427 -4.30566
C20 0.96160 -0.92880 -3.32433
N6 1.01553 -0.77822 -2.01265
C21 1.79174 -1.80374 -1.52606
C22 2.19486 -2.60466 -2.55588
N7 1.65861 -2.02912 -3.68068
C23 3.03218 -3.81669 -2.65742
O2 3.51907 -4.28363 -1.53481
O3 3.27400 -4.30041 -3.74922
C24 2.11340 -1.83321 -0.06940
O4 2.81479 -2.78242 0.36552
O5 1.65601 -0.87742 0.59097
H13 -0.58102 0.38023 -3.90764
H14 0.16735 -0.50123 -5.25144
H15 1.04888 0.83744 -4.47283
H16 1.76952 -2.40749 -4.60641
H17 3.21398 -3.70536 -0.72090
C25 2.34435 1.44042 -0.72772
H18 3.10583 0.68141 -0.93146
H19 2.65410 2.01598 0.15420
H20 2.30579 2.14228 -1.57209